Entry 1:
{
  "formula": "C36H45FNTc",
  "method": "ωB97M-V/def2-TZVPD",
  "fmax_ev_per_a": 0.69,
  "lumo_energy_ev": [-4.1, -3.9],
  "relative_energy_ev": 0.000,
  "s2": 0.7747,
  "charge": 1,
  "multiplicity": 2,
  "e_homo_ha": [-0.401, -0.394],
  "elements": ["C", "H", "C", "H", "H", "C", "H", "C", "H", "H", "H", "H", "H", "H", "H", "C", "H", "C", "H", "C", "H", "H", "H", "C", "H", "H", "C", "C", "H", "H", "H", "C", "H", "Tc", "C", "H", "C", "C", "C", "H", "H", "H", "C", "N", "C", "H", "C", "H", "C", "C", "H", "C", "C", "C", "H", "H", "C", "H", "C", "C", "H", "C", "C", "H", "C", "H", "C", "H", "H", "H", "H", "H", "H", "H", "F", "C", "H", "C", "C", "C", "H", "C", "C", "H"],
  "xyz": [[0.92, 0.92, 2.57], [5.62, -1.13, 0.53], [-1.21, 0.56, -4.47], [3.75, -0.59, -1.01], [0.98, 1.20, 4.71], [1.63, -0.17, -4.78], [0.77, 2.35, -1.77], [0.23, 1.05, 3.93], [1.05, 3.07, 2.15], [2.22, 2.07, -1.03], [1.54, -1.51, -2.07], [-4.20, 0.34, -2.95], [-3.46, 2.35, -0.20], [4.90, 0.58, -4.41], [0.16, -1.72, 1.67], [-2.30, 0.23, -1.98], [-1.73, -3.13, 2.86], [3.85, 0.54, -4.19], [-3.21, -2.20, 3.11], [-0.91, 0.26, -2.07], [-3.96, 2.58, 1.49], [-1.18, 2.84, -0.89], [-1.07, 4.36, -0.01], [-1.83, -1.05, 1.14], [-0.89, -3.59, 0.54], [-4.53, -3.09, 0.41], [2.41, -2.03, -0.16], [3.35, 1.14, -3.05], [0.49, -2.47, -1.00], [1.39, -3.64, 0.82], [-3.47, 0.45, 0.98], [-0.48, -0.91, 1.36], [-3.21, 0.67, -5.21], [0.38, 0.08, -0.48], [-4.02, -2.13, 0.47], [2.51, -0.39, 1.80], [1.98, -0.18, 2.73], [-3.25, 2.90, 0.72], [3.35, -3.39, 1.62], [2.71, 0.15, 3.46], [-0.32, 0.14, 4.17], [-0.61, 3.68, 2.78], [-0.91, 3.28, 0.07], [1.46, 1.63, -1.56], [1.10, 0.44, -3.65], [-2.77, 0.11, -1.01], [4.68, -1.65, 0.59], [3.37, -0.62, -5.93], [-1.87, -3.35, 0.13], [2.99, -0.13, -5.05], [-1.74, -2.97, -0.88], [-0.16, 0.51, 1.54], [-1.80, 2.71, 1.19], [2.30, -3.07, 0.77], [2.43, 2.39, 2.98], [-2.21, 3.12, 3.29], [-2.58, 0.54, -4.34], [-2.05, 4.55, 2.27], [-1.49, 1.23, 1.37], [1.25, -1.69, -1.03], [2.22, 2.09, 1.27], [3.62, -1.35, -0.25], [-3.13, 0.37, -3.08], [-4.60, -1.48, 1.12], [-2.60, -2.35, 1.01], [-3.30, -3.82, 2.43], [-0.36, 0.42, -3.37], [-4.01, -1.70, -0.54], [0.14, 3.12, 0.27], [-2.44, -4.28, 0.08], [-3.43, 3.95, 0.53], [4.01, 1.67, -2.38], [-0.77, 0.71, -5.45], [0.96, -0.70, -5.45], [5.54, -2.95, 2.34], [1.68, 2.19, 2.22], [-0.46, 1.88, 3.98], [-1.65, 3.55, 2.46], [4.52, -2.66, 1.52], [-2.43, 0.26, 1.18], [1.55, -1.11, 3.10], [-2.71, -2.91, 2.44], [1.99, 1.07, -2.79], [3.28, -4.19, 2.34]],
  "lowdin_charge": [-0.528, 0.125, -0.030, 0.095, 0.098, -0.015, 0.102, -0.014, 0.055, 0.105, 0.075, 0.112, 0.080, 0.113, 0.103, -0.107, 0.089, -0.057, 0.095, -0.182, 0.097, 0.076, 0.103, -0.127, 0.065, 0.095, -0.307, -0.039, 0.056, 0.105, 0.109, -0.154, 0.113, 1.397, -0.037, 0.060, -0.048, -0.050, 0.013, 0.101, 0.100, 0.062, -0.042, 0.008, -0.167, 0.055, 0.005, 0.113, -0.032, -0.051, 0.087, -0.276, -0.515, -0.049, 0.098, 0.096, -0.058, 0.094, -0.089, -0.189, 0.069, -0.053, -0.066, 0.089, -0.539, 0.095, -0.187, 0.079, 0.049, 0.097, 0.096, 0.119, 0.117, 0.121, 0.077, -0.040, 0.061, -0.037, -0.273, 0.000, 0.090, -0.018, -0.264, 0.127]
}

Entry 2:
{
  "formula": "C36H45GaN5P2Se",
  "method": "ωB97M-V/def2-TZVPD",
  "fmax_ev_per_a": 2.75,
  "lumo_energy_ev": -4.4,
  "relative_energy_ev": 1.062,
  "charge": 1,
  "multiplicity": 1,
  "e_homo_ha": -0.360,
  "elements": ["H", "H", "C", "C", "C", "Ga", "N", "H", "P", "H", "H", "C", "H", "H", "N", "C", "N", "H", "C", "C", "C", "H", "H", "C", "H", "C", "C", "C", "C", "H", "C", "C", "H", "C", "H", "H", "H", "C", "H", "H", "C", "H", "H", "C", "C", "H", "H", "C", "P", "H", "H", "H", "C", "H", "C", "H", "C", "C", "H", "C", "H", "H", "H", "H", "H", "H", "C", "C", "N", "H", "H", "H", "C", "C", "C", "H", "H", "C", "C", "C", "H", "H", "H", "Se", "C", "C", "H", "N", "H", "H"],
  "xyz": [[-2.15, 3.40, -0.44], [-3.41, -3.21, -2.12], [2.60, -0.18, -2.14], [-0.52, -1.26, -3.50], [2.56, -1.52, -1.74], [-0.21, 0.06, -0.78], [-0.54, -1.15, -2.32], [0.04, -3.68, 2.87], [-0.97, -2.10, 0.44], [0.91, 4.16, 2.10], [3.33, 4.34, 2.45], [0.78, -2.51, 0.70], [-2.84, -1.64, -1.55], [0.44, 4.92, 0.02], [1.43, 0.54, -2.06], [-1.73, 1.36, 2.20], [-0.98, 1.49, -2.34], [3.86, 0.44, 0.83], [0.03, 1.96, -3.09], [1.81, 1.02, 1.12], [-3.21, 1.33, 1.80], [5.75, -0.12, -3.37], [-2.86, -4.70, 0.56], [1.55, 3.32, 1.86], [3.80, 1.36, -3.04], [3.28, -3.04, 1.78], [-1.04, -3.62, 2.90], [1.62, -1.42, 1.06], [3.20, 1.21, 1.19], [0.65, -4.63, 0.42], [-0.24, 4.36, -0.61], [4.81, -1.83, -2.49], [-3.01, 1.40, -2.05], [-3.04, -2.67, -1.25], [-3.61, 2.33, 1.70], [-3.53, -3.20, 1.99], [-3.33, 0.80, 0.86], [0.99, 2.15, 1.37], [-0.70, 5.05, -1.31], [1.62, -1.91, -1.39], [1.27, -3.81, 0.75], [-3.46, -1.47, 1.66], [4.22, -3.25, 2.27], [-2.52, 2.68, -3.71], [-2.09, -4.74, -0.21], [2.92, -5.09, 1.25], [-3.79, 0.82, 2.57], [-1.88, 4.63, 1.29], [-0.71, 2.00, 0.78], [-1.34, -3.59, 3.95], [-1.95, 1.43, 4.33], [-1.91, 3.02, 3.60], [4.86, -0.50, -2.90], [3.59, -3.36, -1.60], [-1.55, -2.36, 2.21], [-0.42, 2.09, 3.76], [-1.76, -3.34, -0.72], [3.77, 0.33, -2.73], [-1.67, 3.88, -5.28], [3.66, -2.33, -1.91], [-2.77, 4.23, 1.77], [-3.82, -2.67, -0.49], [4.80, 2.51, 1.72], [-1.37, 0.32, 2.27], [-2.49, -5.32, -1.04], [0.35, 3.64, -1.17], [-1.33, 3.68, 0.23], [-2.22, 1.84, -2.65], [1.28, 1.46, -2.93], [-1.14, 4.87, 2.05], [-3.38, -2.06, 3.32], [-3.54, 2.93, -3.94], [-1.47, 3.21, -4.46], [2.54, -4.08, 1.23], [-0.18, 2.85, -4.15], [-1.04, -3.42, -1.54], [5.66, -2.47, -2.65], [2.91, 3.43, 2.05], [-3.07, -2.26, 2.30], [-1.48, 2.03, 3.55], [-1.23, -5.26, 0.18], [-1.46, -4.52, 2.45], [3.40, -0.96, 2.18], [-0.46, -1.41, -5.19], [2.83, -1.74, 1.71], [3.73, 2.39, 1.66], [0.68, 3.20, -4.71], [1.17, -0.16, 0.77], [-1.10, -1.50, 2.74], [-2.16, 5.56, 0.79]],
  "lowdin_charge": [0.091, 0.090, -0.241, -0.954, -0.018, 0.317, -0.004, 0.067, 1.108, 0.095, 0.109, -0.345, 0.038, 0.076, 0.055, -0.521, 0.045, 0.109, -0.345, -0.289, -0.107, 0.111, 0.065, -0.093, 0.113, -0.066, -0.084, -0.307, -0.029, 0.095, -0.101, -0.045, 0.127, -0.127, 0.065, 0.070, 0.063, -0.295, 0.090, 0.076, -0.103, 0.048, 0.112, -0.012, -0.095, 0.106, 0.085, -0.091, 1.109, 0.091, 0.087, 0.070, -0.058, 0.112, -0.495, 0.075, -0.511, 0.003, 0.122, -0.037, 0.060, 0.070, 0.112, 0.062, 0.090, 0.055, -0.496, -0.111, 0.168, 0.072, 0.088, 0.118, -0.018, -0.090, 0.034, 0.099, 0.112, -0.072, -0.109, -0.080, 0.057, 0.071, 0.098, 0.698, -0.018, -0.057, 0.127, -0.043, 0.092, 0.091]
}

Entry 3:
{
  "formula": "C36H45N10O2ReS2Si",
  "method": "ωB97M-V/def2-TZVPD",
  "fmax_ev_per_a": 1.18,
  "lumo_energy_ev": [-3.7, -3.6],
  "relative_energy_ev": 1.455,
  "s2": 0.7579,
  "charge": 1,
  "multiplicity": 2,
  "e_homo_ha": [-0.368, -0.382],
  "elements": ["H", "H", "H", "C", "C", "N", "H", "C", "C", "Re", "C", "O", "H", "H", "C", "C", "Si", "C", "C", "C", "H", "N", "C", "H", "H", "H", "C", "H", "C", "H", "C", "C", "H", "N", "H", "H", "H", "C", "N", "C", "N", "H", "H", "C", "H", "C", "S", "C", "H", "H", "H", "C", "H", "C", "H", "C", "C", "H", "C", "O", "C", "N", "H", "N", "H", "C", "H", "N", "H", "H", "H", "N", "C", "N", "H", "H", "C", "H", "H", "C", "H", "H", "C", "S", "C", "C", "C", "H", "H", "H", "H", "C", "H", "H", "H", "H", "C"],
  "xyz": [[-0.47, -4.34, -1.84], [5.89, 3.14, -3.25], [-5.31, -1.62, -1.07], [4.07, 5.06, -3.48], [-2.48, 0.95, -3.20], [0.14, 3.80, 1.93], [-2.71, 2.06, 3.50], [-3.30, -0.37, 1.37], [-3.33, -0.87, -4.52], [-0.51, -0.21, 0.34], [2.43, 1.73, -2.63], [-1.38, 0.61, -1.21], [5.13, 5.22, -3.67], [-3.55, -1.86, 3.78], [0.20, -4.40, 4.72], [-6.02, -0.50, 0.63], [-1.66, -0.26, 3.53], [-2.51, -1.81, 4.11], [-5.64, 0.11, 1.81], [2.65, -3.60, 5.70], [1.69, -6.10, 2.49], [1.25, 0.12, -1.29], [0.07, -0.26, 4.25], [6.01, 2.07, -5.51], [3.82, 5.53, -2.53], [-0.07, 0.06, 5.28], [5.21, 2.76, -5.26], [-7.06, -0.54, 0.33], [-3.17, 0.50, -4.31], [-1.99, -2.66, 3.68], [0.90, -2.91, 0.76], [-4.30, 0.17, 2.18], [-2.21, -4.29, -1.95], [0.05, 5.06, -0.05], [1.14, -1.80, -2.06], [-6.38, 0.55, 2.46], [-1.68, 1.81, 4.91], [3.21, 5.64, -4.59], [-0.73, -2.09, -0.58], [4.99, 2.76, -3.75], [-0.26, 2.77, 0.03], [2.15, 5.49, -4.37], [-0.76, -4.73, 4.34], [-5.04, -1.09, -0.16], [0.16, -5.27, 2.26], [-1.30, -3.78, -2.25], [2.04, -4.21, 1.21], [-1.99, -1.35, -2.53], [1.64, 2.04, -0.69], [-3.60, 1.21, -4.99], [0.52, -1.25, 4.27], [2.14, -0.49, -3.43], [-1.25, -3.77, -3.33], [-2.74, -1.76, -3.66], [3.43, 5.18, -5.55], [2.56, -4.14, 4.43], [-1.92, 0.05, -2.29], [-2.89, -2.81, -3.83], [-3.71, -1.03, 0.22], [2.01, 3.98, -2.13], [1.32, -4.54, 3.92], [-0.01, -3.21, -0.07], [-3.29, 1.12, 4.86], [-1.91, -0.28, 1.72], [2.27, -1.26, -4.17], [1.48, -0.79, -2.25], [3.62, -3.30, 6.08], [-0.23, 1.84, 0.98], [-2.49, -1.89, 5.19], [0.55, 5.72, 0.52], [3.39, 6.71, -4.68], [3.88, 3.61, -3.33], [-2.41, 1.33, 4.25], [-0.02, 3.88, 0.63], [-3.90, -1.23, -5.36], [0.07, 2.03, 3.09], [2.58, 0.80, -3.64], [0.78, 0.41, 3.78], [4.83, 1.75, -3.37], [1.76, 1.33, -1.48], [3.45, -4.25, 3.82], [-2.37, 2.00, -2.99], [0.01, 2.49, 2.13], [1.27, -1.30, 1.36], [2.78, 3.20, -2.68], [-1.33, -2.37, -1.71], [1.20, -5.12, 2.54], [3.04, 1.06, -4.59], [5.49, 3.74, -5.62], [1.60, -3.03, 7.48], [0.50, 4.87, -0.95], [0.29, -3.87, 6.00], [-4.07, 0.66, 3.11], [-0.60, -3.78, 6.61], [-2.99, -1.56, -0.38], [4.31, 2.46, -5.79], [1.52, -3.46, 6.48]],
  "lowdin_charge": [0.076, 0.128, 0.108, -0.190, 0.008, 0.167, 0.037, -0.319, -0.068, 1.307, -0.078, -0.257, 0.121, 0.036, -0.062, -0.076, 0.464, -0.138, -0.062, -0.074, 0.084, -0.036, -0.206, 0.083, 0.121, 0.049, -0.068, 0.106, -0.050, 0.025, -1.018, -0.065, 0.114, 0.164, 0.103, 0.110, 0.034, -0.061, -0.136, -0.203, 0.094, 0.074, 0.108, -0.061, 0.082, -0.004, 0.890, -0.120, 0.095, 0.113, 0.009, -0.008, 0.083, -0.029, 0.070, -0.057, -0.310, 0.105, -0.045, 0.029, -0.299, -0.047, 0.045, -0.226, 0.119, -0.100, 0.106, -0.111, 0.044, 0.113, 0.081, -0.047, -0.184, -0.256, 0.109, 0.082, 0.010, 0.000, 0.109, -0.062, 0.106, 0.124, -0.162, 0.616, -0.391, -0.253, -0.406, 0.113, 0.074, 0.104, 0.079, -0.087, 0.051, 0.105, 0.063, 0.072, -0.087]
}

Entry 4:
{
  "formula": "C36H45N7O13",
  "method": "ωB97M-V/def2-TZVPD",
  "fmax_ev_per_a": 14.19,
  "lumo_energy_ev": -4.5,
  "relative_energy_ev": 4.281,
  "multiplicity": 1,
  "e_homo_ha": -0.309,
  "elements": ["C", "C", "H", "H", "H", "H", "C", "H", "H", "H", "H", "C", "N", "H", "C", "O", "H", "N", "O", "O", "H", "O", "C", "H", "C", "C", "H", "H", "C", "H", "H", "H", "H", "H", "C", "C", "H", "N", "C", "C", "H", "H", "H", "C", "C", "C", "C", "C", "H", "C", "H", "C", "O", "O", "C", "O", "N", "O", "C", "N", "O", "H", "C", "C", "H", "C", "O", "H", "O", "H", "C", "H", "H", "H", "H", "C", "H", "O", "O", "H", "H", "N", "C", "C", "C", "H", "C", "N", "C", "H", "H", "H", "C", "C", "H", "H", "C", "H", "C", "H", "H"],
  "xyz": [[-41.25, 55.78, -27.91], [-45.72, 50.96, -30.11], [-40.18, 57.50, -27.46], [-43.26, 51.24, -34.46], [-46.18, 51.37, -29.10], [-40.45, 51.10, -21.68], [-39.55, 47.26, -29.30], [-39.41, 50.25, -26.36], [-43.21, 54.67, -33.07], [-46.38, 53.50, -34.05], [-36.90, 55.70, -24.48], [-43.65, 53.95, -32.47], [-41.56, 51.08, -29.01], [-44.94, 54.23, -34.88], [-38.69, 55.15, -29.49], [-43.59, 55.36, -27.38], [-42.09, 51.91, -33.31], [-44.88, 51.78, -32.39], [-45.04, 50.58, -32.85], [-38.08, 43.71, -31.28], [-37.82, 54.90, -30.27], [-46.33, 48.80, -23.44], [-36.12, 51.97, -26.35], [-40.56, 45.60, -26.40], [-40.15, 56.74, -28.08], [-40.13, 50.92, -22.65], [-42.71, 49.55, -25.68], [-42.32, 48.95, -23.31], [-41.16, 54.52, -28.93], [-38.83, 49.18, -22.09], [-44.18, 52.95, -29.89], [-44.40, 49.25, -26.62], [-43.71, 48.62, -22.39], [-45.19, 52.58, -34.92], [-40.23, 47.12, -28.01], [-37.96, 53.94, -25.67], [-47.73, 52.57, -30.47], [-35.85, 50.71, -26.84], [-45.03, 53.28, -30.40], [-39.78, 54.28, -29.65], [-38.45, 46.29, -31.00], [-34.68, 54.54, -24.17], [-38.19, 52.19, -27.22], [-43.03, 52.14, -33.91], [-47.14, 52.41, -31.41], [-39.95, 44.58, -28.30], [-43.48, 49.20, -23.30], [-36.75, 54.66, -24.96], [-43.86, 50.68, -26.04], [-37.59, 52.58, -26.47], [-39.61, 48.31, -29.58], [-44.61, 54.47, -31.31], [-34.65, 50.28, -26.98], [-40.47, 51.00, -28.64], [-40.81, 51.77, -23.65], [-42.13, 53.54, -24.22], [-38.48, 43.55, -30.19], [-42.52, 51.18, -28.17], [-45.63, 52.11, -31.11], [-42.46, 56.06, -27.12], [-36.81, 49.99, -27.08], [-37.95, 57.12, -28.68], [-38.89, 49.49, -24.33], [-40.22, 45.73, -27.32], [-45.47, 53.62, -29.63], [-35.08, 52.80, -25.45], [-38.76, 42.44, -29.83], [-46.00, 50.03, -30.46], [-42.28, 52.77, -22.11], [-34.22, 52.46, -25.13], [-40.37, 51.58, -25.12], [-43.63, 50.22, -22.77], [-44.03, 55.49, -31.03], [-39.85, 43.56, -28.19], [-47.57, 51.93, -32.29], [-44.25, 52.78, -33.25], [-42.03, 53.88, -29.01], [-41.90, 51.20, -30.22], [-42.31, 56.72, -26.15], [-40.92, 52.27, -25.78], [-39.72, 53.56, -30.49], [-41.81, 52.78, -23.23], [-45.19, 53.34, -34.35], [-38.83, 56.40, -28.62], [-45.67, 49.04, -24.55], [-45.56, 54.72, -32.13], [-39.50, 50.35, -25.35], [-44.34, 49.16, -24.50], [-39.10, 49.77, -22.89], [-46.13, 48.98, -25.48], [-38.46, 48.69, -24.69], [-42.72, 53.64, -32.00], [-43.78, 49.69, -25.75], [-39.02, 44.77, -29.43], [-47.40, 53.21, -31.65], [-44.62, 50.67, -30.03], [-38.94, 46.13, -30.04], [-38.96, 54.16, -25.76], [-35.45, 54.11, -24.83], [-40.60, 47.97, -27.36], [-42.71, 52.77, -34.73]],
  "lowdin_charge": [-0.069, -0.009, 0.036, 0.083, 0.165, 0.058, -0.062, 0.024, 0.100, 0.164, 0.112, -0.169, -0.652, 0.096, -0.101, -0.027, 0.132, 0.114, 0.211, 0.086, 0.140, -0.093, -0.071, 0.018, -0.025, 0.020, 0.067, 0.116, 0.120, 0.051, 0.099, 0.113, 0.075, -0.001, -0.030, 0.045, 0.149, -0.380, -0.135, -0.085, 0.091, 0.098, 0.046, -0.017, 0.020, 0.030, -0.056, -0.069, 0.036, 0.098, 0.082, -0.085, 0.030, 0.025, -0.114, 0.011, -0.392, -0.097, -0.390, -0.325, 0.054, 0.109, -0.021, 0.027, 0.064, 0.089, 0.068, 0.055, 0.083, 0.022, 0.058, 0.105, 0.169, 0.051, 0.115, -0.453, 0.050, -0.105, 0.122, 0.094, 0.092, -0.327, 0.032, -0.036, -0.259, 0.155, -0.049, -0.166, 0.024, 0.096, 0.030, 0.107, -0.060, -0.086, -0.062, 0.105, 0.022, 0.026, -0.099, 0.099, 0.096]
}